Entry from OMol25: a structure of composition C24H25FN2O4S2 in a non-equilibrium geometry (ωB97M-V with the def2-TZVPD basis set).

XYZ file:
```
58
Properties=species:S:1:pos:R:3:forces:R:3
C 0.534 -0.169 3.007 0.6708 -1.2645 0.1564
N 1.158 1.086 2.506 -2.2706 1.3301 -0.4107
C 0.488 2.109 1.938 4.4071 -2.3593 1.0649
C -0.940 2.270 1.829 -6.1812 -3.4764 -1.7893
C -1.226 3.564 1.149 0.1605 2.1114 -0.0719
C 0.136 4.327 1.005 -0.3258 1.0498 0.2866
C 1.233 3.337 1.457 0.4437 1.1300 -0.0612
C 2.583 1.095 2.757 1.6145 0.0053 -0.0247
C 3.488 1.057 1.671 -0.9428 0.3079 0.5389
C 4.857 1.125 1.917 -0.1447 -0.2237 0.1844
C 5.338 1.189 3.230 -0.6006 0.1902 -0.2045
C 4.439 1.210 4.302 -0.1022 -0.3435 -0.1191
C 3.067 1.067 4.095 -0.8332 0.4504 -0.8043
H 1.016 -0.998 2.372 -0.4615 1.0408 1.3179
H 0.734 -0.276 4.145 -0.2192 0.0718 -2.1600
H -0.523 -0.270 2.784 -0.1281 0.5255 0.0304
H -1.721 1.755 2.558 2.3061 1.9436 -0.4764
H -1.655 3.519 0.133 -0.0325 -0.9285 0.5827
H -1.956 4.158 1.730 0.3730 -0.2716 -0.2131
H 0.325 4.786 0.000 -0.2922 -0.9297 0.7090
H 0.106 5.218 1.662 0.1960 -0.5612 -0.1074
H 1.859 3.814 2.263 -0.5882 -0.8091 -0.3901
H 1.975 3.196 0.639 -0.6378 -0.5850 0.5440
H 3.079 0.967 0.657 0.3023 0.0957 0.3777
H 5.531 1.119 1.063 -0.0314 -0.0868 0.2670
H 6.405 1.212 3.416 -0.0749 0.1313 -0.0060
H 4.799 1.324 5.322 0.0129 -0.2370 -0.1864
H 2.354 0.971 4.939 0.6621 0.3283 -0.6015
C 2.950 -1.912 -1.546 0.0465 -0.2371 0.1847
C 2.557 -2.505 -2.753 -0.2462 0.1735 -0.0205
C 1.303 -3.125 -2.871 0.2963 0.2284 0.7911
C 0.475 -3.195 -1.750 0.4280 -0.1401 -0.2721
S -1.035 -4.171 -1.820 -0.1198 1.3214 0.3408
N -1.996 -2.978 -2.241 -1.1426 -0.7502 -0.1950
F -1.825 1.234 0.781 2.6093 1.1702 1.3702
S -3.613 -3.220 -2.416 1.5742 1.4433 0.5784
C -3.981 -1.485 -2.718 -0.1228 -0.0519 -0.2475
C -4.176 -0.610 -1.640 -0.4780 0.1314 -0.6723
C -4.714 0.657 -1.897 0.6181 -0.0891 -0.3524
C -4.876 1.104 -3.220 -0.4428 -0.3499 -0.1498
C -4.719 0.185 -4.277 0.4067 0.3108 0.1336
C -4.213 -1.095 -4.035 -0.3867 0.3099 0.5466
O -3.967 -3.980 -3.594 -0.0485 0.1444 0.5034
O -4.273 -3.476 -1.153 0.0172 -0.5727 -0.4330
O -0.908 -5.198 -2.826 0.2719 -0.0364 0.3199
O -1.173 -4.544 -0.430 -0.2829 -0.7474 -0.0213
C 0.872 -2.653 -0.520 0.6130 0.0162 -0.2475
C 2.134 -2.055 -0.409 -0.3645 0.1544 -0.5791
H 3.900 -1.353 -1.481 -0.4539 -0.5723 -0.0228
H 3.229 -2.517 -3.613 -0.1841 0.2400 0.2275
H 0.962 -3.571 -3.799 0.1459 -0.0394 0.1054
H -3.928 -0.907 -0.626 -0.2967 -0.2151 -0.1690
H -5.022 1.276 -1.056 0.3863 0.1254 -0.1928
H -5.138 2.160 -3.423 -0.1854 -0.8721 0.1262
H -5.007 0.435 -5.302 0.3371 0.2422 0.3136
H -4.007 -1.806 -4.835 -0.3113 0.1366 0.1629
H 0.223 -2.726 0.351 0.0657 -0.2374 -0.2913
H 2.483 -1.728 0.575 -0.0322 0.1275 -0.2712
```
Forces are in eV/Å.

- LUMO: -3.90 eV
- ΔE to the lowest compared entry with this formula, charge and spin: 1.790 eV
- Orbital gap: 3.233 eV
- Energy: -2236.0144 a.u.

Atom charges from the Mulliken analysis, given in e for atoms 1 to 6: number 1, C, carries -0.766; number 2, N, carries 0.383; number 3, C, carries 1.010; number 4, C, carries -0.193; number 5, C, carries -0.711; number 6, C, carries -0.709